Entry P
ORCA calculation (ωB97M-V/def2-TZVPD) on a 2-piece molecular cluster, C3H12N4O overall.

Bonds (Å) are listed after each position.
Positions of all 20 atoms, in Å:
1 C -1.4226 -1.9483 1.0383  C2 1.531, H6 1.093, H7 1.087, H8 1.089
2 C -0.4962 -0.7741 0.7121  C1 1.531, N3 1.532, N4 1.451, O5 1.361
3 N -0.8269 -0.1950 -0.6667  C2 1.532, H9 1.016, H10 1.016
4 N -0.6693 0.2690 1.7053  C2 1.451, H11 1.013, H12 1.015
5 O 0.8005 -1.1821 0.6537  C2 1.361, H13 1.175
6 H -2.4719 -1.6429 1.0551  C1 1.093
7 H -1.1553 -2.3270 2.0209  C1 1.087
8 H -1.2826 -2.7425 0.3059  C1 1.089
9 H -0.6455 -0.8999 -1.3761  N3 1.016
10 H -1.7858 0.1340 -0.7334  N3 1.016
11 H -1.6298 0.5858 1.7695  N4 1.013
12 H -0.0916 1.0716 1.4775  N4 1.015
13 H 1.4482 -0.2728 0.2878  O5 1.175
14 C 2.1041 1.0610 -0.3020  N15 1.337, H17 1.094, H18 1.081
15 N 0.9658 1.6518 -0.6786  C14 1.337, N16 1.321
16 N 0.7311 1.7985 -1.9705  N15 1.321, H19 1.022, H20 1.011
17 H 2.8512 0.8189 -1.0641  C14 1.094
18 H 2.5307 1.5014 0.5889  C14 1.081
19 H 1.3013 1.2720 -2.6350  N16 1.022
20 H -0.2553 1.8205 -2.1887  N16 1.011

Summary:
2S+1: 1
LUMO (Ha): 0.0159
Kohn-Sham gap (Eh): 0.3446
E_HOMO (eV): -8.9
SMILES: CC(N)(N)O.C=NN

Partial charges, Löwdin, in e: -0.03, -0.77, 0.05, 0.09, -0.09, 0.07, 0.08, 0.08, 0.07, 0.07, 0.07, 0.05, 0.11, -0.12, -0.11, 0.02, 0.08, 0.08, 0.11, 0.09


Entry Q
ORCA calculation (ωB97M-V/def2-TZVPD) on a 2-piece molecular cluster, C3H12N4O overall.

Bonds (Å) are listed after each position.
Positions of all 20 atoms, in Å:
1 H -2.1566 -1.0541 1.0096  N2 1.016
2 N -1.2238 -1.2222 0.6435  H1 1.016, C3 1.274
3 C -0.4120 -0.2702 0.8848  N2 1.274, N4 1.479, H7 1.094
4 N 1.0491 -0.4806 0.7887  C3 1.479, C5 1.437, O6 1.405
5 C 1.5896 -1.8082 0.6847  N4 1.437, H8 1.092, H9 1.088, H10 1.099
6 O 1.8485 0.4008 1.5355  N4 1.405, H11 0.971
7 H -0.5991 0.6342 1.4713  C3 1.094
8 H 2.5522 -1.7858 0.1703  C5 1.092
9 H 0.8660 -2.3991 0.1268  C5 1.088
10 H 1.7201 -2.2773 1.6703  C5 1.099
11 H 1.8215 0.1346 2.4693  O6 0.971
12 C -0.9743 2.1619 -0.9040  N13 1.451, H15 1.089, H16 1.096, H17 1.088
13 N -0.4092 0.8263 -0.9619  C12 1.451, N14 1.428, H18 1.040
14 N -1.0864 -0.0089 -1.9022  N13 1.428, H19 1.019, H20 1.026
15 H -0.4282 2.7343 -0.1561  C12 1.089
16 H -0.9314 2.6835 -1.8670  C12 1.096
17 H -2.0184 2.0729 -0.6095  C12 1.088
18 H 0.6272 0.8101 -1.0431  N13 1.040
19 H -0.4493 -0.3159 -2.6356  N14 1.019
20 H -1.3854 -0.8363 -1.3751  N14 1.026

Summary:
2S+1: 1
LUMO (Ha): 0.0309
Kohn-Sham gap (Eh): 0.3437
E_HOMO (eV): -8.5
SMILES: [H]/N=C/N(C)O.CNN

Partial charges, Löwdin, in e: 0.05, 0.04, -0.30, -0.26, -0.08, -0.04, 0.12, 0.08, 0.07, 0.08, 0.10, -0.11, -0.25, 0.02, 0.08, 0.07, 0.08, 0.13, 0.08, 0.04


Stability check: which of them is most stable? entry P.


Entry P
ORCA calculation (ωB97M-V/def2-TZVPD) on one molecule with the formula C3H5N3OS.

Bonds (Å) are listed after each position.
Positions of all 13 atoms, in Å:
1 O -0.9272 2.1445 -0.0991  N2 1.374, H9 0.949
2 N -0.7987 0.7787 -0.0249  O1 1.374, C3 1.366, C6 1.356
3 C -1.8180 -0.1292 -0.0878  N2 1.366, C4 1.367, H10 1.086
4 C -1.2176 -1.3570 -0.0985  C3 1.367, N5 1.396, H11 1.081
5 N 0.1608 -1.1415 -0.0479  C4 1.396, C6 1.363, H12 0.993
6 C 0.4256 0.1951 -0.0411  N2 1.356, N5 1.363, N7 1.319
7 N 1.5055 0.9526 -0.0558  C6 1.319, S8 1.713
8 S 2.9697 0.0720 -0.1737  N7 1.713, H13 1.344
9 H -0.0184 2.4110 -0.1524  O1 0.949
10 H -2.8681 0.1476 -0.1053  C3 1.086
11 H -1.6531 -2.3457 -0.1152  C4 1.081
12 H 0.8816 -1.8221 -0.1107  N5 0.993
13 H 3.3578 0.0941 1.1124  S8 1.344

Summary:
2S+1: 1
LUMO (Ha): 0.0302
Kohn-Sham gap (Eh): 0.3165
E_HOMO (eV): -7.8
SMILES: On1cc[nH]/c1=N\S

Partial charges, Löwdin, in e: 0.07, -0.10, -0.03, -0.08, 0.10, -0.49, -0.39, 0.67, 0.07, 0.13, 0.11, 0.11, -0.17


Entry Q
ORCA calculation (ωB97M-V/def2-TZVPD) on one molecule with the formula C3H5N3OS.

Bonds (Å) are listed after each position.
Positions of all 13 atoms, in Å:
1 N -1.9116 -0.5775 0.4690  N2 1.627, H9 1.054, H10 1.188
2 N -0.4609 -0.8713 -0.2060  N1 1.627, C3 1.432, N7 1.388
3 C -0.6408 -0.0017 -1.3301  N2 1.432, C4 1.421, H11 1.089
4 C 0.4469 0.9124 -1.3448  C3 1.421, C5 1.526, H12 1.181
5 C 1.2827 0.5773 -0.1134  C4 1.526, S6 1.667, N7 1.407
6 S 2.7212 1.3433 0.2363  C5 1.667
7 N 0.6841 -0.5371 0.5032  N2 1.388, C5 1.407, O8 1.444
8 O 0.9831 -0.9635 1.8504  N7 1.444, H13 1.019
9 H -2.1082 0.4223 0.7380  N1 1.054
10 H -1.9711 -1.1839 1.4883  N1 1.188
11 H -1.6507 -0.0026 -1.7381  C3 1.089
12 H 0.6543 1.6947 -2.2054  C4 1.181
13 H 1.9709 -0.8123 1.6525  O8 1.019

Summary:
2S+1: 1
LUMO (Ha): -0.0144
Kohn-Sham gap (Eh): 0.2942
E_HOMO (eV): -8.4
SMILES: Nn1ccc(=S)n1O

Partial charges, Löwdin, in e: 0.01, -0.09, -0.09, -0.06, -0.79, 0.60, -0.18, 0.02, 0.07, 0.15, 0.11, 0.14, 0.10


Stability check: which of them is most stable? entry P.


Entry P
ORCA calculation (ωB97M-V/def2-TZVPD) on one molecule with the formula C4H8OS2.

Bonds (Å) are listed after each position.
Positions of all 15 atoms, in Å:
1 C 0.2680 -0.8598 0.8137  C2 1.577, C3 1.513, H8 1.118, H9 1.009
2 C -0.9687 -0.0688 0.2379  C1 1.577, C4 1.440, H10 1.140, H11 1.026
3 C 1.1740 -1.2945 -0.3169  C1 1.513, S7 1.906, H12 1.110, H13 1.067
4 C -0.7472 1.3541 0.2527  C2 1.440, S6 1.699, H14 1.084
5 O 1.4990 1.2044 -0.6677  S7 1.526
6 S -1.3065 2.3095 -1.0355  C4 1.699, H15 1.363
7 S 2.4816 0.0925 -0.3102  C3 1.906, O5 1.526
8 H 0.8588 -0.1786 1.4744  C1 1.118
9 H -0.0645 -1.6855 1.2893  C1 1.009
10 H -1.1547 -0.3614 -0.8483  C2 1.140
11 H -1.7296 -0.4081 0.8369  C2 1.026
12 H 1.8138 -2.1999 -0.2691  C3 1.110
13 H 0.6968 -1.2997 -1.2711  C3 1.067
14 H -0.3735 1.7503 1.1900  C4 1.084
15 H -2.4472 1.6454 -1.3760  S6 1.363

Summary:
2S+1: 1
LUMO (alpha / beta) (Ha): 0.0192 / -0.0318
Kohn-Sham gap (alpha / beta) (Eh): 0.3386 / 0.2206
E_HOMO (alpha / beta) (eV): -8.7 / -6.9

Partial charges, Löwdin, in e: -0.25, -0.29, -0.37, -0.60, -0.63, 0.78, 0.90, 0.10, 0.06, 0.12, 0.08, 0.08, 0.06, 0.08, -0.11


Entry Q
ORCA calculation (ωB97M-V/def2-TZVPD) on one molecule with the formula C4H8OS2.

Bonds (Å) are listed after each position.
Positions of all 15 atoms, in Å:
1 C 3.0182 0.9683 -1.0797  S2 1.908, H8 1.101, H9 1.101, H10 1.097
2 S 1.4592 1.3695 -0.0553  C1 1.908, S3 2.154
3 S 0.3666 -0.1745 -1.0852  S2 2.154, C4 1.909
4 C -1.4869 -0.4746 -0.7396  S3 1.909, C5 1.581, H11 1.091, H12 1.103
5 C -1.9191 -0.0843 0.7305  C4 1.581, C6 1.537, H13 1.071, H14 1.110
6 C -2.3886 -1.3221 1.5122  C5 1.537, O7 1.208, H15 1.086
7 O -1.5775 -1.9646 2.1348  C6 1.208
8 H 3.6504 0.1006 -0.8332  C1 1.101
9 H 2.6595 0.8818 -2.1175  C1 1.101
10 H 3.7111 1.8126 -0.9823  C1 1.097
11 H -1.5499 -1.5469 -0.9296  C4 1.091
12 H -2.0715 0.0967 -1.4799  C4 1.103
13 H -1.0302 0.2184 1.2466  C5 1.071
14 H -2.6954 0.6983 0.6046  C5 1.110
15 H -3.3012 -1.8478 1.2490  C6 1.086

Summary:
2S+1: 1
LUMO (Ha): 0.0135
Kohn-Sham gap (Eh): 0.3100
E_HOMO (eV): -8.1
SMILES: CSSCCC=O

Partial charges, Löwdin, in e: -0.46, 0.38, 0.46, -0.46, -0.20, -0.26, 0.05, 0.04, 0.01, 0.02, 0.06, 0.06, 0.07, 0.12, 0.11


Stability check: which of them is most stable? entry Q.


Entry P
ORCA calculation (ωB97M-V/def2-TZVPD) on a 3-piece molecular cluster, C3H11NO3 overall.

Bonds (Å) are listed after each position.
Positions of all 18 atoms, in Å:
1 C -1.8376 -1.2578 0.2327  N2 1.484, H6 1.133, H7 0.987, H8 1.123
2 N -0.5723 -0.4874 0.3145  C1 1.484, C3 1.402, H9 1.080
3 C -0.1852 0.4894 -0.6131  N2 1.402, C4 1.507, O5 1.234
4 C -0.2022 0.1735 -2.0869  C3 1.507, H10 1.065, H11 1.169, H12 1.057
5 O 0.4889 1.4616 -0.2637  C3 1.234
6 H -2.6142 -0.4719 0.4820  C1 1.133
7 H -1.9188 -1.9685 0.9124  C1 0.987
8 H -2.1903 -1.4879 -0.8088  C1 1.123
9 H -0.3757 -0.3196 1.3635  N2 1.080
10 H -0.1069 1.0780 -2.6409  C4 1.065
11 H 0.7095 -0.3847 -2.5588  C4 1.169
12 H -1.0578 -0.3682 -2.3880  C4 1.057
13 O 2.9461 0.7065 0.0204  H14 0.869, H15 0.928
14 H 2.5908 0.9802 -0.7241  O13 0.869
15 H 3.3173 -0.1300 0.1741  O13 0.928
16 O 0.0990 0.6656 3.1401  H17 0.941, H18 0.907
17 H 0.7432 0.0103 2.9379  O16 0.941
18 H 0.1661 1.3110 2.5069  O16 0.907

Summary:
2S+1: 1
LUMO (Ha): 0.0235
Kohn-Sham gap (Eh): 0.3745
E_HOMO (eV): -9.6
SMILES: CNC(C)=O.O.O

Partial charges, Löwdin, in e: -0.07, 0.00, -0.51, -0.01, 0.01, 0.10, 0.02, 0.09, 0.13, 0.07, 0.13, 0.04, 0.02, -0.06, 0.02, 0.00, 0.03, -0.01


Entry Q
ORCA calculation (ωB97M-V/def2-TZVPD) on a 4-piece molecular cluster, C3H11NO3 overall.

Bonds (Å) are listed after each position.
Positions of all 18 atoms, in Å:
1 C -1.3759 0.4223 -1.9780  C2 1.451, H5 1.149, H6 1.095
2 C -1.0454 -0.9818 -1.8217  C1 1.451, N3 1.405, H7 1.200
3 N -0.3870 -1.5594 -0.7226  C2 1.405, C4 1.243
4 C -0.9270 -1.4736 0.3934  N3 1.243, H8 1.046, H9 1.193
5 H -1.1963 1.1240 -1.0855  C1 1.149
6 H -1.6491 0.8136 -2.9640  C1 1.095
7 H -1.3261 -1.7709 -2.6810  C2 1.200
8 H -1.8503 -1.7828 0.7752  C4 1.046
9 H -0.3060 -1.1667 1.3649  C4 1.193
10 O 2.2785 -0.3889 -0.2670  H11 1.050, H12 0.974
11 H 1.3852 -0.7359 -0.6947  O10 1.050
12 H 2.5901 0.0483 -1.0801  O10 0.974
13 O -0.8866 1.4850 1.3046  H14 0.974, H15 0.995
14 H -0.0161 1.4815 1.7421  O13 0.974
15 H -1.1513 2.3855 1.6356  O13 0.995
16 O 1.7255 1.0456 2.0399  H17 1.002, H18 0.941
17 H 1.9970 0.4516 1.2803  O16 1.002
18 H 2.1408 0.6023 2.7585  O16 0.941

Summary:
2S+1: 1
LUMO (Ha): 0.0206
Kohn-Sham gap (Eh): 0.3382
E_HOMO (eV): -8.6
SMILES: C=CN=C.O.O.O

Partial charges, Löwdin, in e: 0.01, -0.23, -0.06, -0.04, 0.05, 0.03, 0.13, 0.06, 0.11, -0.11, 0.07, 0.06, -0.11, -0.01, 0.07, -0.08, 0.02, 0.03


Entry R
ORCA calculation (ωB97M-V/def2-TZVPD) on a 3-piece molecular cluster, C3H11NO3 overall.

Bonds (Å) are listed after each position.
Positions of all 18 atoms, in Å:
1 C 0.0988 -0.7309 0.8821  C3 1.485, H5 1.084, H6 1.081
2 C -0.3522 1.8736 -0.2236  O4 1.420, H7 1.094, H8 1.093, H9 1.098
3 C -0.1282 -0.2952 2.2834  C1 1.485, H10 1.090, H11 1.089, H12 1.099
4 O 0.7015 0.9952 0.1452  C2 1.420, H17 1.119
5 H -0.7572 -0.8536 0.2287  C1 1.084
6 H 0.9080 -1.4272 0.7131  C1 1.081
7 H 0.0406 2.6540 -0.8822  C2 1.094
8 H -0.7553 2.3430 0.6769  C2 1.093
9 H -1.1499 1.3339 -0.7507  C2 1.098
10 H 0.8022 0.0216 2.7544  C3 1.090
11 H -0.8540 0.5126 2.3581  C3 1.089
12 H -0.5063 -1.1604 2.8449  C3 1.099
13 N 0.5493 -1.5046 -2.0651  O14 1.335, O15 1.487, H18 1.031
14 O 1.4414 -0.7565 -1.4125  N13 1.335
15 O -0.7291 -0.7657 -2.2366  N13 1.487, H16 0.965
16 H -0.6416 -0.4044 -3.1271  O15 0.965
17 H 1.1014 0.4347 -0.7366  O4 1.119
18 H 0.2305 -2.2702 -1.4523  N13 1.031

Summary:
2S+1: 1
LUMO (Ha): -0.0053
Kohn-Sham gap (Eh): 0.2549
E_HOMO (eV): -7.1

Partial charges, Löwdin, in e: 0.07, -0.11, -0.09, -0.17, 0.09, 0.10, 0.10, 0.08, 0.08, 0.09, 0.08, 0.10, -0.20, -0.31, -0.13, 0.07, 0.08, 0.08


Stability check: which of them is most stable? entry P.